The following is a DFT calculation (wB97M-V/def2-TZVPD) of a 10-piece molecular cluster, C97H216F4N7O9P5S4 overall.

```
! wB97M-V def2-TZVPD RIJCOSX def2/J DEFGRID3
* xyz 6 1
H 3.016 -3.751 9.959
C -5.028 5.931 -9.308
C -5.769 3.602 -8.988
H -3.788 4.183 -9.632
H -6.502 -1.625 -8.466
H 1.844 -5.225 -0.477
H -6.977 -1.234 3.355
H 5.613 1.350 -0.903
C -4.987 -0.044 5.555
C -3.149 -3.772 2.882
H -2.761 5.274 -3.338
H -0.078 -8.226 -4.963
H 10.531 5.053 -6.013
H 0.582 -9.232 -3.659
H -3.949 -0.832 -0.460
H 2.153 0.269 6.531
H 4.776 6.100 5.903
C 7.607 3.416 -1.334
H -6.035 -1.698 -1.369
H -11.104 -2.438 4.552
H -4.490 -0.352 -5.700
N 0.749 0.736 -0.553
H -9.844 -0.356 -8.911
C -5.951 -1.537 3.630
C -0.717 -3.310 -5.826
C -5.597 -3.763 -10.328
H -5.476 -2.167 5.689
H -4.270 -4.044 4.764
H -3.148 -7.872 -3.222
C -4.669 0.733 -5.801
H 8.024 8.102 -3.397
H -6.767 -4.580 4.812
H 1.871 7.688 7.601
H 3.117 -4.575 2.558
H 1.016 -1.047 -1.593
H -5.331 -1.910 -2.953
H 1.349 5.417 4.832
H -6.068 6.125 -9.026
H -4.444 1.021 7.414
H 13.809 3.436 0.648
H -4.255 -2.567 -11.496
H -0.744 -4.320 -7.708
H 10.498 1.919 -0.731
F 4.599 2.099 3.259
C 13.012 3.215 1.360
H -2.117 0.130 -5.026
C 9.693 3.006 -3.878
H 11.277 1.969 1.620
H 4.313 3.590 -2.594
H -0.388 0.776 6.249
P -6.291 0.787 -8.303
H -0.738 -0.755 7.072
C -9.360 -0.555 -6.841
H -2.106 4.088 -1.371
H -6.313 -4.418 -0.533
C 1.566 1.190 0.409
O -0.943 6.091 4.239
C 1.953 5.134 -0.627
H 2.233 0.200 -1.857
O -0.711 3.335 5.037
H 7.778 -3.603 8.376
H 0.952 1.040 3.334
C -5.350 -1.242 -2.082
H -1.031 -9.564 -4.338
H -5.954 -0.919 -11.090
H -4.226 -5.299 0.591
H -2.400 -4.555 3.070
H -2.550 -2.384 4.382
H -6.456 -3.677 -10.994
H 10.552 2.398 -3.581
H 2.652 1.113 0.451
C -1.074 -2.263 2.815
C -7.325 -4.315 3.888
H -5.230 -6.257 1.646
C -1.324 4.323 -2.099
H 0.372 -3.318 -5.685
H -3.703 -5.574 -3.005
H -0.449 -3.129 3.064
C 9.676 4.364 -3.148
C -4.797 0.047 7.081
S -2.033 3.389 4.453
H -2.875 -2.725 7.561
H -2.202 1.839 -4.553
H 10.523 6.993 -1.817
C 1.653 6.729 7.134
C -4.658 -2.555 -10.474
H -4.379 6.181 -8.466
H -5.143 -2.874 0.912
H 4.874 -2.559 8.852
C 10.289 3.970 -0.139
H -3.739 -3.988 8.425
H 1.696 5.927 7.856
C -2.150 1.165 -5.415
C -5.261 -6.880 -0.434
O 5.083 6.669 2.806
H -5.989 -3.862 -9.308
H 1.521 6.603 1.845
H -4.032 -0.679 7.374
C 1.367 -0.063 7.242
C 5.743 -4.187 7.723
C 1.835 -5.365 5.027
H 8.195 8.773 -0.928
H 3.072 5.386 4.252
H -7.483 -5.274 3.360
C -0.542 1.138 -0.283
S 5.332 3.351 2.588
H -5.757 -0.281 -2.410
O -3.409 6.062 4.028
C 2.648 7.727 5.089
H 6.632 3.289 -3.296
F 7.007 6.001 4.271
F -2.047 6.347 2.118
C -5.467 2.076 -9.271
H -1.043 -2.160 1.714
C -2.936 -3.811 7.704
H -4.784 6.610 -10.116
H -4.385 1.900 -9.145
H 5.168 -3.935 6.817
H 2.583 -1.063 8.717
C -0.493 1.813 0.899
H 11.743 3.891 -5.482
H 0.700 5.212 2.524
H 1.824 -2.452 6.077
H -1.061 3.419 -2.670
C -8.066 0.830 -8.605
C 0.425 0.502 -2.985
O 1.739 3.661 6.807
H 7.634 -4.007 6.659
C -2.602 -2.772 -2.990
H -10.212 -2.510 -7.148
C 1.064 -4.569 -0.062
C 9.675 7.260 -1.168
O 7.060 5.492 2.011
C -8.940 -0.435 -8.299
C 8.719 8.873 -3.021
C 7.119 -3.560 7.503
H -0.526 -5.751 -0.852
H 0.185 -3.163 -2.409
H 0.957 -5.900 5.396
H 1.008 3.095 6.531
H 5.558 -3.800 9.850
C -4.828 4.496 -9.764
H 0.955 -1.708 8.557
H 3.964 1.442 -1.501
C -5.838 -1.260 5.176
C -4.431 -4.188 3.682
H -2.572 -5.900 -1.689
H 2.940 -6.255 6.673
H 3.017 5.265 -0.488
H -0.649 0.330 -2.911
H -1.733 6.409 -2.461
H -4.798 1.112 -4.780
C -6.287 -4.721 0.526
C 9.665 3.175 -5.405
H 9.799 9.372 -1.211
C -0.576 -2.192 -8.122
C 5.053 3.298 -1.829
H -3.994 -0.135 5.083
C 1.469 5.518 1.824
O -3.210 3.483 5.269
C -10.492 -1.556 -6.686
H -9.922 -4.862 3.107
H -8.448 1.658 -7.987
C -0.207 -4.704 -0.880
H -0.661 -1.243 -7.568
H -6.377 2.001 -6.290
H -8.496 -2.630 4.650
H -2.356 -7.095 -4.562
H 3.000 8.615 5.605
N 5.365 4.300 3.838
N 2.704 6.518 6.038
H 4.798 3.770 -0.867
H 8.235 9.842 -3.151
C -6.052 -3.387 1.277
H -8.506 -0.841 -6.205
H -5.697 1.767 -10.311
H 10.055 7.349 -0.141
H -3.376 -0.369 -2.062
O 6.557 2.823 2.078
H 0.794 -0.009 -3.876
C -1.744 5.465 -2.999
N 1.084 5.107 0.451
S -2.143 5.627 3.580
C 1.219 1.931 2.760
H -3.429 -2.798 -3.725
C -3.346 1.336 -6.385
C 2.397 5.282 5.114
H 0.674 -4.792 -2.882
H 7.246 3.487 -0.294
C -2.534 -2.434 3.284
H -4.405 -0.437 -10.403
H 0.834 -5.621 8.684
H 0.987 -2.403 0.380
H 1.610 7.856 4.790
H 0.776 -4.012 9.397
H -0.991 -4.118 -0.368
H -11.374 -1.185 -7.215
H 8.941 5.013 -3.674
C 4.998 1.752 -1.709
H 2.626 -7.200 4.136
H -0.368 -3.157 7.222
H 1.285 0.723 7.999
C -1.103 -3.368 -7.290
C 8.559 6.214 -1.137
C 2.822 -5.262 6.211
C -2.323 -7.198 -3.469
H -2.357 -2.489 -0.875
N -0.143 4.703 -1.285
C 1.636 -3.179 -0.052
H 3.815 -4.970 5.878
H 1.493 -4.367 4.696
C -11.100 -3.502 4.279
C 2.604 3.901 5.718
C -9.859 -3.816 3.459
H 0.185 -0.740 5.552
H -1.370 0.810 -0.886
H -2.204 -3.399 -7.325
C 2.356 -6.180 3.816
H -1.032 4.829 0.690
H 10.921 4.855 0.011
H -4.378 -7.524 -0.372
H -0.798 -5.410 -5.205
H -9.802 -3.185 2.562
C -8.647 -3.675 4.361
H -6.858 -1.084 5.531
P -1.704 -4.338 -3.296
C -5.210 -5.794 0.652
C 1.812 -1.328 7.992
C -3.941 -1.143 -1.515
H 4.348 7.216 7.202
C 6.448 3.775 -2.330
H 9.596 8.870 -3.677
H -11.100 -4.066 5.214
C 0.027 -0.204 6.506
H 0.853 -4.917 0.959
H -5.700 -0.201 7.638
H -6.131 -7.531 -0.394
H -9.693 0.437 -6.496
C 3.446 -5.564 2.916
P 9.089 4.487 -1.421
H -8.445 -1.355 -8.620
C -0.418 -4.208 7.558
C -0.339 -8.770 -4.047
H 2.576 -3.177 0.507
H -10.787 -1.744 -5.653
H 12.531 4.161 1.627
H 10.647 4.880 -3.216
H -0.429 -4.847 6.663
C -5.782 -0.888 -8.845
H 0.479 -2.327 -8.361
O 4.315 3.747 1.628
C -0.104 -4.222 -2.352
H 7.992 6.302 -0.200
H -5.281 -0.981 2.947
S 6.048 5.630 3.030
H -1.871 -5.463 8.559
C 3.565 -4.250 9.156
H 11.857 2.951 -1.238
H 12.458 1.286 0.495
H -3.098 0.794 -7.310
H 0.664 6.759 6.675
C 4.049 6.315 6.684
C -6.066 0.963 -6.486
N -2.034 4.172 2.957
P -5.986 -3.341 3.122
H 3.599 -6.195 2.038
H -1.105 5.549 -3.881
H 2.298 2.073 2.801
H -4.863 -1.019 -8.197
H -1.066 -2.349 -5.408
H 8.789 2.445 -3.601
H -5.269 -6.382 -1.413
C -1.393 -4.491 -5.105
H 2.437 5.090 2.059
H -1.198 1.353 -5.924
H -1.234 2.336 1.493
H -8.882 -4.208 5.289
H -12.012 -3.733 3.735
H -5.448 0.856 5.128
H -6.903 -2.731 1.024
C -0.164 4.902 0.028
H 1.470 -6.299 3.177
C 11.163 2.737 -0.404
C -5.240 -1.144 -10.285
C 9.088 8.616 -1.551
C -1.702 -4.405 8.336
H -6.823 0.329 -6.008
H -3.431 2.399 -6.648
H 9.708 3.840 0.791
H 6.968 -2.498 7.265
H 8.709 3.639 -5.695
H 7.926 2.380 -1.469
H 3.293 7.510 4.242
H 1.457 4.773 -2.748
H -1.597 -3.926 9.316
H -0.265 -7.019 -2.820
C 4.972 -3.648 8.942
C 1.180 4.864 -1.712
H -1.928 -1.959 -3.300
H 2.435 3.161 4.915
C -3.173 -2.494 -1.611
N 0.802 1.694 1.365
H 4.423 -5.452 3.392
H 1.891 -2.889 -1.084
C -2.651 -5.818 -2.781
H 13.479 2.844 2.268
H -5.595 3.776 -7.912
C 0.802 -4.548 8.437
H 9.648 2.171 -5.835
H -7.289 -5.124 0.728
P 2.407 -4.161 7.651
H -5.080 -4.689 -10.582
H 5.778 -5.284 7.774
C 10.797 3.994 -6.019
H 3.626 -5.317 9.422
H -5.032 4.401 -10.829
H -4.639 -5.256 3.520
C 1.161 0.025 -1.763
H -6.807 3.878 -9.196
H 10.957 3.722 -7.060
H 0.671 2.776 3.173
H -0.623 -1.360 3.246
H -1.126 -8.356 -2.082
H -1.133 -2.083 -9.045
H -3.847 -3.317 -1.319
H 7.857 6.409 -1.959
F -2.137 1.891 3.879
H 3.997 5.476 7.372
H 0.578 1.573 -3.129
C 2.376 -2.431 7.026
H 6.423 4.850 -2.533
H 5.301 1.280 -2.652
H -3.237 -4.288 6.755
C 11.980 2.222 0.810
H -2.366 -4.709 -5.564
H 3.423 -2.210 6.773
H -3.782 -2.673 -9.817
H -8.196 1.161 -9.645
C -0.983 -7.830 -3.035
H 3.650 3.781 6.051
H -3.333 -3.784 1.792
H -3.136 -1.594 2.923
*
```

Values from the calculation:
Largest force on an atom (eV/A): 5.1
Kohn-Sham gap (eV): 8.888
Highest occupied orbital energy (eV): -18.671